[1]
A molecular structure, C19H27F4N8NaO5. Source: the OMol25 dataset; level of theory: ωB97M-V/def2-TZVPD.

XYZ file:
```
64
C19H27F4N8NaO5 (ωB97M-V/def2-TZVPD)
Na 0.387 0.128 -0.044
O -0.608 -2.319 -2.237
C 0.575 -2.949 -2.663
C 1.680 -2.977 -1.614
N 2.141 -1.674 -1.163
C 2.636 -0.833 -2.243
C 1.569 -0.012 -3.002
O 1.903 0.427 -4.111
O 0.461 0.174 -2.406
C 3.142 -1.826 -0.116
C 3.388 -0.530 0.677
O 4.540 -0.380 1.162
O 2.432 0.266 0.791
H -0.408 -1.360 -2.285
H 0.954 -2.490 -3.586
H 0.325 -3.988 -2.900
H 2.520 -3.561 -2.049
H 1.315 -3.517 -0.738
H 3.220 -1.405 -2.982
H 3.309 -0.089 -1.812
H 4.106 -2.186 -0.507
H 2.778 -2.565 0.604
C 0.003 3.500 -1.833
C -0.813 3.339 -0.557
N -1.367 1.997 -0.372
C -2.181 1.530 -1.498
C -3.444 2.345 -1.788
C -2.076 1.956 0.907
C -2.697 0.606 1.242
N -1.688 -0.425 1.212
C -2.002 -1.658 1.550
C -0.960 -2.645 1.571
F 0.284 -2.236 1.244
C -1.156 -3.954 1.897
F -0.094 -4.798 1.877
C -2.402 -4.465 2.252
C -3.433 -3.545 2.242
F -4.686 -3.970 2.561
C -3.266 -2.218 1.919
F -4.387 -1.435 1.929
H 0.558 4.440 -1.794
H -0.623 3.512 -2.727
H 0.707 2.676 -1.945
H -1.612 4.104 -0.528
H -0.171 3.534 0.305
H -2.455 0.493 -1.292
H -1.539 1.495 -2.375
H -4.140 2.338 -0.947
H -3.961 1.919 -2.652
H -3.207 3.386 -2.023
H -2.874 2.721 0.944
H -1.349 2.214 1.681
H -3.530 0.409 0.549
H -3.153 0.717 2.236
H -2.554 -5.503 2.501
N 4.315 2.175 2.203
N 3.031 2.421 2.646
N 2.545 1.848 3.716
C 1.327 2.382 3.755
N 1.114 3.255 2.767
N 2.225 3.258 2.053
H 4.374 1.154 1.978
H 4.372 2.667 1.317
H 0.597 2.124 4.501
```

Properties
Net charge = -2
E_HOMO = -1.52 eV
DFT total energy = -57588.159 eV
E_LUMO = 0.147 Eh
Strongest force on any atom = 0.4 eV/Å
Energy relative to the best compared isomer or geometry (same formula, charge and spin) = 3.0 kcal/mol



[2]
2 unconnected molecules or ions with the total composition C3H8NS2 in a non-equilibrium geometry. Source: the OMol25 dataset; level of theory: ωB97M-V/def2-TZVPD.

XYZ file:
```
14
C3H8NS2 (ωB97M-V/def2-TZVPD)
C 1.068 -1.786 0.189
C 1.772 -0.435 0.130
C 0.702 -0.708 -0.734
N -2.150 0.873 -0.244
S 1.270 0.768 1.508
S -0.454 -0.069 -1.615
H 1.371 -2.709 -0.210
H 0.363 -1.968 0.988
H 2.784 -0.290 -0.141
H -2.904 1.246 -0.862
H -1.975 1.469 0.585
H -2.473 -0.035 0.127
H 1.297 -0.087 2.591
H 0.282 1.182 -1.976
```

Properties
Net charge = +1
E_HOMO = -13.53 eV
DFT total energy = -26391.202 eV
E_LUMO = -0.189 Eh
Strongest force on any atom = 3.0 eV/Å
Energy relative to the best compared isomer or geometry (same formula, charge and spin) = 71.2 kcal/mol